(1)
{"formula": "C4H12N3S", "method": "the ωB97M-V functional and the def2-TZVPD basis", "species": ["C", "N", "C", "N", "C", "C", "S", "N", "H", "H", "H", "H", "H", "H", "H", "H", "H", "H", "H", "H"], "positions_angstrom": [[0.8555, 0.9756, -0.2886], [-0.2262, 1.3169, 0.6263], [-0.2568, 0.4777, 1.8190], [-1.5387, 0.5769, 2.4991], [0.8109, -0.4209, -1.0071], [-0.3851, -0.6272, -1.9418], [-2.0310, -0.7602, -1.0968], [2.0271, -0.5824, -1.4943], [1.0731, 1.7452, -1.0277], [1.7644, 0.8467, 0.3100], [-1.0740, 1.0533, 0.1115], [-0.1073, -0.5671, 1.5284], [0.5324, 0.7320, 2.5335], [-1.7615, 1.5651, 2.5584], [-2.2405, 0.1200, 1.9258], [0.3525, -2.1692, 0.0834], [-0.2079, -1.5372, -2.5253], [-0.3738, 0.2007, -2.6482], [0.6514, -1.4037, -0.1303], [2.1354, -1.5422, -1.8354]], "forces_ev_per_a": [[0.2, -1.3, 1.8], [-0.1, 0.5, -0.6], [-0.2, -0.4, -0.2], [0.3, 0.0, 0.2], [2.0, 4.8, -4.4], [-1.2, -1.5, 1.2], [0.4, 0.0, -0.4], [0.0, -1.4, 1.5], [-0.4, 0.0, -0.1], [0.1, 0.5, 0.0], [-0.2, 0.2, 0.2], [-0.1, -0.1, 0.3], [0.1, 0.3, -0.2], [-0.2, -0.1, 0.0], [0.0, 0.1, -0.1], [0.1, 1.1, 0.0], [0.0, 0.0, 0.0], [0.2, 0.2, 0.2], [-0.8, -3.1, 1.7], [-0.3, 0.3, -0.9]], "lowdin_charge": [-0.215, -0.099, -0.372, -0.008, -0.612, -0.667, 0.174, 0.035, 0.107, 0.096, -0.010, 0.066, 0.102, 0.052, 0.034, 0.157, 0.037, 0.054, 0.033, 0.034], "fmax_ev_per_a": 6.78, "gap_ev": 6.47, "charge": -1, "e_tot_ev": -19645.557, "e_above_lowest_kcal_mol": 106.31}

=====

(2)
{"formula": "C38H40N6O6RhS", "method": "the ωB97M-V functional and the def2-TZVPD basis", "species": ["Rh", "O", "N", "O", "C", "C", "C", "C", "C", "C", "N", "C", "C", "N", "C", "C", "C", "C", "H", "H", "H", "H", "H", "H", "H", "C", "C", "C", "N", "C", "S", "N", "C", "O", "C", "C", "C", "C", "C", "C", "H", "H", "H", "H", "H", "H", "H", "H", "H", "H", "H", "H", "H", "H", "C", "C", "C", "C", "C", "C", "C", "H", "H", "H", "H", "H", "O", "C", "C", "C", "C", "C", "C", "N", "H", "H", "H", "H", "H", "H", "H", "H", "H", "H", "H", "C", "O", "C", "O", "H", "H", "H"], "positions_angstrom": [[-0.7663, 0.0199, -2.4108], [-1.0609, -4.9215, -7.8469], [-1.0321, -3.6997, -7.7883], [-1.5421, -2.9998, -8.6592], [-0.5396, -3.0903, -6.6518], [0.1887, -3.8549, -5.7917], [0.5144, -3.4036, -4.5278], [1.3352, -4.1522, -3.6783], [1.7423, -3.6303, -2.4247], [1.4201, -2.2681, -2.1148], [0.4343, -1.5867, -2.8704], [0.1004, -2.0931, -3.9958], [-0.6550, -1.3477, -4.9844], [-0.9901, -0.1114, -4.5141], [-1.5333, 0.7581, -5.2876], [-1.9163, 0.4238, -6.5980], [-1.5820, -0.7646, -7.1569], [-0.9399, -1.7035, -6.3512], [0.2641, -4.8923, -6.0713], [1.6740, -5.1540, -3.9077], [2.6742, -4.0281, -1.9154], [1.7430, -0.6302, -1.0905], [-1.5906, 1.7075, -4.7344], [-2.4704, 1.0712, -7.3005], [-2.0375, -0.9289, -8.1365], [-2.3428, 4.1339, 3.8342], [-2.7339, 2.6748, 4.1082], [-1.6071, 1.6577, 4.0384], [-1.3137, 1.3241, 2.6038], [-0.0106, 0.9673, 2.2889], [0.3983, 0.0521, 0.8497], [0.9230, 0.7468, 3.3161], [0.9672, -0.4929, 3.8943], [0.1693, -1.3712, 3.6058], [2.1038, -0.7531, 4.9094], [1.8077, -1.6983, 5.9078], [2.7640, -2.1596, 6.7888], [4.0750, -1.6705, 6.7038], [4.3289, -0.6886, 5.7480], [3.4149, -0.2385, 4.8330], [-2.8355, 4.8782, 4.4350], [-2.7265, 4.3025, 2.8528], [-1.2709, 4.3550, 3.7798], [-3.4956, 2.4507, 3.4066], [-3.0934, 2.6712, 5.1206], [-1.7047, 0.7239, 4.6566], [-0.6631, 2.0018, 4.4897], [-2.0073, 0.6319, 2.2731], [1.7173, 1.3185, 3.3502], [0.7672, -2.0779, 5.9206], [2.4790, -2.8345, 7.6023], [4.7727, -2.0188, 7.4030], [5.3112, -0.2313, 5.7063], [3.7770, 0.5024, 4.0932], [2.1333, -1.6415, -1.2162], [2.6198, -2.2845, 0.0794], [3.7021, -1.7860, 0.7795], [3.9476, -2.1838, 2.1264], [3.1422, -3.1079, 2.7888], [2.1077, -3.7157, 2.0120], [1.8619, -3.3148, 0.7004], [4.3319, -0.9715, 0.4228], [4.8566, -1.8156, 2.5588], [3.2114, -3.3909, 3.8396], [1.3700, -4.3322, 2.5094], [1.0186, -3.7778, 0.1487], [-2.2209, 1.5555, -2.3886], [-2.2093, 2.3048, -1.3000], [-3.2559, 3.2619, -0.8453], [-2.7951, 4.7403, -1.0211], [-1.3608, 5.0015, -0.5531], [-0.2565, 4.1080, -1.1531], [-0.0034, 2.8159, -0.4902], [-1.1508, 1.9661, -0.2840], [-3.6281, 3.0439, 0.1677], [-4.0520, 3.1016, -1.5859], [-3.4611, 5.4076, -0.4652], [-2.8337, 5.0099, -2.1289], [-1.2840, 4.9901, 0.5018], [-1.1393, 6.0595, -0.7602], [0.6643, 4.6463, -1.1949], [-0.4741, 3.9139, -2.2265], [0.3483, 2.9668, 0.5520], [0.7422, 1.4019, -1.6678], [-1.5868, 2.1376, 0.5972], [-2.4048, -1.3905, -0.1597], [-2.1635, 0.0002, 0.1573], [-0.9024, 0.4092, -0.4104], [1.0658, 2.2065, -1.1723], [-3.2987, -1.6810, 0.4301], [-1.5319, -1.9595, 0.2021], [-2.5161, -1.5731, -1.2615]], "forces_ev_per_a": [[-0.2, 1.0, -0.9], [0.4, -2.4, -0.2], [-0.1, 0.7, 1.0], [-0.8, 1.3, -1.7], [-0.8, 1.4, -0.8], [-0.5, -0.6, 0.1], [0.5, 1.4, 1.8], [0.7, -0.1, 3.0], [1.0, -0.2, -2.5], [-2.6, -2.5, -3.4], [1.8, 0.9, 4.0], [-0.9, -3.7, -5.7], [-0.3, 1.4, -0.2], [1.2, -2.2, 1.2], [-0.9, 1.8, -0.7], [-0.4, 2.2, -0.1], [-0.9, -0.8, -0.1], [1.3, -1.6, 1.6], [0.5, -0.1, 0.1], [0.0, 0.0, -0.4], [-1.7, 0.1, -0.4], [1.0, 0.3, 0.0], [-0.8, 0.0, -1.0], [0.4, 0.2, 1.0], [0.9, -0.6, 0.4], [0.5, -0.3, -1.0], [1.4, 0.5, 1.5], [1.3, -0.7, -0.5], [-1.3, -0.3, 1.3], [0.3, -0.2, -1.0], [-0.2, -0.1, -0.1], [-0.8, -1.0, 0.3], [0.7, -0.8, 0.3], [0.3, 0.6, 0.8], [-0.2, -0.2, -0.4], [-1.0, 0.2, -0.8], [0.4, 0.2, 0.5], [-2.2, 0.5, -0.9], [1.5, -0.2, 0.6], [-1.2, 0.3, -0.4], [-0.2, 0.0, 0.7], [0.0, 0.6, -1.0], [-0.1, -0.2, 0.3], [-0.9, -0.7, -0.3], [-0.7, -0.4, 0.5], [-0.8, 0.5, -0.7], [-0.4, 0.7, -0.3], [0.5, 0.4, -0.1], [1.2, 0.8, 0.2], [0.8, 0.2, 0.1], [0.2, 0.1, -0.4], [1.2, -0.2, 0.7], [0.1, -0.2, 0.0], [-0.6, -0.6, 0.4], [0.8, 1.9, 4.8], [-0.4, 0.0, -1.0], [0.1, 0.1, 1.7], [-0.1, -0.6, -1.0], [-0.9, -0.5, -1.5], [0.3, 1.3, 0.3], [-0.1, -0.1, -0.2], [-0.2, -0.3, -0.4], [0.1, 0.4, 0.5], [0.4, 0.2, -0.3], [0.2, -0.3, -0.1], [0.6, 0.5, 0.4], [0.3, 0.4, 1.0], [0.2, -1.0, -0.3], [0.2, 0.1, -1.4], [0.3, -0.2, -0.7], [0.2, 0.5, -1.0], [-1.8, 1.1, -1.5], [3.0, -0.2, 1.5], [-2.0, -1.1, -3.1], [0.0, 0.1, 0.0], [-0.2, 0.0, 0.5], [-0.1, 0.1, -0.2], [-0.1, -0.4, 1.3], [-0.1, -0.4, 1.5], [0.1, -0.2, -0.3], [0.8, 0.3, 0.4], [-0.1, 0.0, 0.5], [0.1, 0.3, -0.3], [-0.1, 0.3, 0.0], [0.0, 0.2, 1.3], [0.0, 0.2, 0.3], [0.1, -1.0, -0.6], [-0.3, 0.5, 1.3], [-0.2, -0.3, -0.2], [0.4, 0.1, -0.5], [-0.3, -0.1, -0.1], [-0.1, 0.4, 1.0]], "lowdin_spin": [0.132, 0.161, 0.169, 0.158, 0.139, 0.150, 0.113, -0.025, 0.110, 0.047, 0.156, 0.084, 0.012, 0.030, 0.022, 0.036, 0.029, 0.008, 0.012, -0.004, 0.002, 0.015, 0.001, 0.002, 0.003, 0.002, 0.001, 0.011, 0.167, 0.491, 0.143, 0.071, 0.020, 0.001, 0.005, 0.001, 0.000, 0.000, 0.000, 0.000, 0.000, 0.001, 0.000, 0.001, 0.000, 0.004, 0.001, 0.020, 0.010, 0.000, 0.000, 0.000, 0.000, 0.000, 0.336, 0.031, 0.030, -0.002, 0.026, -0.002, 0.026, 0.003, -0.001, 0.002, 0.000, 0.001, 0.282, 0.474, 0.073, 0.032, 0.003, 0.017, 0.022, 0.038, 0.019, 0.003, 0.004, 0.000, 0.001, 0.000, 0.002, 0.003, 0.007, -0.001, 0.004, 0.006, 0.011, 0.022, 0.009, 0.000, 0.004, 0.001], "fmax_ev_per_a": 6.84, "gap_ev": [4.10, 5.29], "charge": -1, "multiplicity": 5, "e_tot_ev": -75116.035, "e_above_lowest_kcal_mol": 129.18}

=====

(3)
{"formula": "C5H8N3", "method": "the ωB97M-V functional and the def2-TZVPD basis", "species": ["N", "C", "C", "N", "C", "C", "C", "N", "H", "H", "H", "H", "H", "H", "H", "H"], "positions_angstrom": [[-1.3786, 1.5556, 0.0633], [-0.3618, 0.6730, -0.0310], [1.0133, 1.2988, 0.0189], [2.1360, 0.5575, -0.0206], [1.9524, -0.7638, -0.0362], [0.7075, -1.3405, 0.0926], [-0.5328, -0.7224, -0.0465], [-1.7341, -1.3759, 0.0069], [-1.3881, 2.4893, -0.4069], [-2.2862, 1.3098, 0.2936], [1.1546, 2.3996, 0.1209], [3.0952, 0.8399, -0.1233], [2.9212, -1.2406, -0.0643], [0.5552, -2.4434, 0.1910], [-1.7508, -2.3667, -0.2486], [-2.5606, -0.9505, -0.4522]], "forces_ev_per_a": [[0.3, 2.6, -1.4], [3.1, 2.7, 0.2], [-2.2, 0.1, 0.0], [-2.4, -0.7, -0.5], [0.6, -0.8, 0.7], [-0.2, -2.8, -0.6], [1.0, 1.1, 0.6], [-0.7, 0.0, -1.1], [0.6, -1.4, 0.7], [-1.7, -1.0, 0.6], [-0.5, -1.1, -0.2], [0.0, 1.0, 0.1], [-0.4, -1.0, 0.1], [1.1, 0.8, -0.2], [0.5, 0.4, 0.4], [1.0, 0.1, 0.6]], "lowdin_charge": [0.123, -0.203, 0.057, 0.071, -0.061, 0.016, -0.258, 0.155, 0.149, 0.076, 0.152, 0.177, 0.142, 0.147, 0.125, 0.133], "fmax_ev_per_a": 4.10, "smiles": "Nc1c[nH]ccc1=[NH2+]", "gap_ev": 8.65, "charge": 1, "e_tot_ev": -9778.339, "e_above_lowest_kcal_mol": 4.68}